The following is a DFT calculation (ωB97M-V/def2-TZVPD) of a molecular structure, C31H40As2I2N5O2Ti.

Its energy above the lowest of the compared OMol25 structures with the same formula, charge and spin is 0.0 kJ/mol. The max |F| is 0.11 eV Å⁻¹. Its LUMO energy (spin up / spin down) is -0.089 / -0.090 Eh. Its HOMO-LUMO gap (spin up / spin down) is 6.4 / 7.4 eV. The expectation value of S² is 2.01.

The geometry in ORCA input format:
```
! RIJCOSX wB97M-V def2-TZVPD def2/J DEFGRID3
* xyz 1 3
C -3.35 -2.01 -1.40
C -2.37 -1.19 -0.79
H 1.85 4.20 7.06
C 4.49 -1.82 -2.04
H 1.65 2.58 6.47
H -2.37 5.57 -2.82
C -4.32 -2.61 -0.56
O 1.81 5.26 4.81
C 3.10 1.07 -2.84
I -3.30 -1.29 3.44
H 1.10 5.91 -1.40
H -3.19 2.66 -0.86
H 1.78 -3.97 1.88
H 0.59 2.47 -1.84
H 4.15 0.94 -3.11
C -2.28 2.82 -0.27
N 0.87 1.45 1.74
H 0.54 -2.91 2.59
C -3.31 -1.56 1.38
Ti 0.14 0.32 -0.09
H 5.85 -3.31 -2.75
H 2.49 -4.75 -0.54
C 4.22 0.97 -0.08
C -4.29 -2.39 0.79
H 1.65 4.25 -1.29
H 0.26 3.70 -3.37
C 1.81 3.45 2.66
C -3.26 -2.17 -2.80
C 1.36 3.11 3.93
N -0.15 2.21 -1.21
C 1.56 2.60 1.61
I -5.81 -3.84 -1.34
C 4.21 -4.17 -1.66
H 2.47 0.61 -3.59
N 1.62 3.57 6.30
H 0.24 -4.66 -0.31
C -2.35 -0.94 0.62
H -0.97 6.97 -1.28
C -1.83 6.42 -0.91
C 0.65 1.93 4.08
H -1.61 6.09 0.11
H 1.89 2.83 0.61
C 4.94 -3.12 -2.20
H 0.23 1.62 5.03
C 3.31 -1.56 -1.35
N -1.09 4.24 -1.87
H -2.47 3.65 0.41
H 4.56 -5.19 -1.78
C 3.04 -3.92 -0.96
H 2.89 2.14 -2.80
C -0.23 -3.69 -0.41
H -0.18 0.23 3.03
H 2.09 5.23 -2.69
H -1.13 -3.67 0.20
H 5.16 0.66 -0.54
H -0.28 5.36 -3.40
C -2.26 -1.56 -3.49
H 4.17 0.59 0.94
H -2.10 1.93 0.33
C 0.04 4.56 -2.73
C 2.58 -2.62 -0.80
C -1.31 -0.79 -2.80
H 2.20 -2.32 2.38
H -2.68 7.11 -0.87
H -5.03 -2.86 1.43
H -2.17 -1.68 -4.57
H 2.35 4.38 2.51
C -1.11 3.09 -1.16
N -1.35 -0.62 -1.50
As 2.70 0.28 -1.09
O -1.43 -0.14 1.11
H 5.07 -1.01 -2.46
C 1.42 -2.94 1.95
C 1.29 5.01 -1.98
As 0.94 -2.26 0.19
H -3.99 -2.79 -3.30
C -2.17 5.23 -1.80
C 1.63 4.08 5.05
H -0.51 -3.52 -1.46
C 0.42 1.13 2.96
H 4.18 2.06 -0.04
H -3.08 4.75 -1.46
H -0.49 -0.32 -3.33
*
```